Density functional theory data (ωB97M-V/def2-TZVPD) for a structure of composition C15H16BrCl3GaNOSi.

Results
- relative energy (zero: lowest compared OMol25 entry of this formula, charge and spin) (kcal/mol) = 39.1
- HOMO (Eh) = -0.2532
- frontier orbital gap (hartree) = 0.2360
- charge = 0

XYZ file:
```
39
Properties=species:S:1:pos:R:3:forces:R:3:nbo_charge:R:1
Ga -0.0227 -0.6998 -0.6155 0.4 0.7 0.3 1.38
O -5.6477 -1.0928 1.8671 0.0 0.0 0.0 -0.63
C -4.4499 -0.9639 1.2833 0.0 0.0 0.0 0.39
C -4.1800 -1.3938 -0.0164 0.0 0.0 -0.1 -0.33
C -2.9106 -1.2218 -0.5057 0.0 0.1 0.2 0.10
N -1.9250 -0.6416 0.2035 0.0 -0.2 -0.4 -0.61
C -2.2012 -0.2134 1.4376 0.0 0.1 0.0 0.17
Br -0.8181 0.6492 2.3499 -0.1 -0.1 0.0 0.21
C -3.4391 -0.3634 2.0212 0.0 0.0 0.1 -0.32
H -6.2788 -1.5189 1.2751 0.0 0.0 0.0 0.49
H -4.9411 -1.8591 -0.6280 0.0 0.0 0.0 0.23
H -2.6399 -1.5600 -1.4976 0.0 0.0 0.0 0.23
H -3.6246 -0.0141 3.0254 0.0 0.0 0.0 0.26
Cl 2.2309 1.5645 1.9477 0.0 0.7 -0.1 -0.52
Si 2.8239 -0.4274 1.6405 -0.1 -0.9 0.2 0.90
Cl 0.3128 1.3159 -1.3347 -0.3 -0.3 0.0 -0.49
Cl 4.0569 -0.1652 -0.0511 0.2 0.1 -0.3 -0.52
C -0.5392 -3.4206 1.1976 0.1 0.1 0.0 -0.60
C 0.8661 -3.3401 0.5979 0.0 0.1 -0.1 -0.15
C 0.9537 -4.4529 -0.4611 0.1 0.0 0.0 -0.59
C 1.1461 -1.9831 -0.0453 0.2 0.0 0.7 -1.09
C 1.9389 -3.5352 1.6771 -0.1 -0.2 0.0 0.00
C 3.2530 -3.8335 1.3211 0.0 0.0 0.0 -0.17
C 4.2496 -3.9426 2.2798 0.0 0.0 0.0 -0.22
C 3.9509 -3.7726 3.6234 0.0 0.0 0.0 -0.22
C 2.6467 -3.4854 3.9934 0.0 0.0 0.0 -0.20
C 1.6563 -3.3608 3.0300 0.0 -0.1 0.0 -0.22
H -1.2747 -3.4395 0.3900 0.0 0.0 0.0 0.20
H -0.7496 -2.5650 1.8403 0.0 0.0 0.0 0.20
H -0.6647 -4.3305 1.7869 0.0 0.0 0.0 0.22
H 0.1363 -4.3274 -1.1729 0.0 0.0 0.0 0.20
H 0.8811 -5.4403 0.0012 0.0 0.0 0.0 0.21
H 1.8816 -4.4014 -1.0281 0.0 0.0 0.0 0.21
H 2.1617 -1.8800 -0.4116 -0.2 -0.2 -0.5 0.24
H 3.5164 -3.9628 0.2800 0.0 0.0 0.0 0.21
H 5.2638 -4.1646 1.9730 0.0 0.0 0.0 0.21
H 4.7276 -3.8585 4.3719 0.0 0.0 0.0 0.21
H 2.3977 -3.3413 5.0370 0.0 0.0 0.0 0.21
H 0.6528 -3.1147 3.3484 0.0 0.0 0.0 0.21
```
Positions in Å, forces in eV/Å.


Density functional theory data (ωB97M-V/def2-TZVPD) for a structure of composition C15H16BrGaO11P.

Results
- HOMO (Eh) = -0.1455
- frontier orbital gap (hartree) = 0.1611
- charge = -1

XYZ file:
```
45
Properties=species:S:1:pos:R:3:forces:R:3:nbo_charge:R:1
C -1.6970 -0.4347 -4.1948 0.4 -0.5 -0.4 -0.71
C -1.5065 -1.8980 -3.8705 -0.1 -0.4 0.1 0.80
O -2.4320 -2.6340 -3.5814 0.4 0.3 0.0 -0.64
O -0.2253 -2.2589 -3.9080 -0.4 0.4 0.1 -0.52
C 0.1792 -3.4222 -3.1359 0.3 -0.3 0.3 -0.52
Ga 0.8878 -2.8641 -1.3085 -0.3 -0.3 -0.3 0.57
P 2.9421 -1.6812 -1.7037 0.1 0.1 0.8 0.42
O 2.4148 -0.1996 -2.2823 -0.2 -0.3 -0.5 -1.01
Br 3.8166 -2.6752 -3.5484 -0.1 0.2 -0.1 -0.33
H -1.7291 0.1078 -3.2586 -0.1 0.2 0.2 0.24
H -0.8569 -0.0685 -4.7750 0.1 0.1 0.0 0.23
H -2.6116 -0.3126 -4.7598 -0.3 0.1 0.1 0.21
H 1.0325 -3.8419 -3.6640 0.0 0.1 -0.2 0.19
H -0.6004 -4.1749 -3.1367 -0.3 0.0 0.0 0.19
H 1.2286 -4.1189 -0.3770 0.1 0.0 -0.1 -0.30
H -0.1297 -1.8738 -0.5474 0.2 0.2 0.0 -0.32
H 2.5027 0.4180 -1.5561 0.2 0.3 0.2 0.49
C -2.3384 1.6326 0.2472 0.0 0.1 -0.2 -0.39
C -2.6993 1.2853 1.4922 0.1 0.0 -0.2 0.33
C -4.1044 0.8642 1.8446 -0.3 0.0 -0.2 0.48
O -4.3178 0.5675 3.0068 0.1 0.0 0.2 -0.56
C -5.1049 0.8489 0.8031 -0.1 0.0 0.2 -0.40
C -4.7508 1.1960 -0.4406 -0.1 -0.1 0.1 0.34
C -3.3404 1.6084 -0.8000 0.0 -0.1 0.2 0.48
O -3.1647 1.9019 -1.9676 0.2 0.1 0.0 -0.54
O -5.5868 1.2147 -1.4615 -0.1 0.0 -0.1 -0.63
O -1.8815 1.2795 2.5303 0.2 0.1 0.0 -0.63
H -1.3315 1.9280 -0.0111 0.0 0.0 0.0 0.25
H -6.1106 0.5530 1.0645 0.0 0.0 0.0 0.24
H -5.0518 1.4747 -2.2373 0.1 0.0 -0.1 0.51
H -2.4190 0.9731 3.2864 0.0 -0.1 0.1 0.51
C 3.2083 -0.0475 3.9299 0.1 0.1 0.2 -0.41
C 2.6009 -0.0132 2.7296 0.0 -0.1 0.1 0.36
C 2.8645 1.0995 1.7382 0.2 0.1 0.2 0.48
O 2.2647 1.0445 0.6875 -0.2 0.0 -0.4 -0.54
C 3.7908 2.1560 2.1040 -0.1 0.0 -0.1 -0.39
C 4.3901 2.1093 3.2991 0.0 0.0 -0.1 0.33
C 4.1390 0.9955 4.2850 -0.3 -0.3 -0.1 0.47
O 4.7504 1.0529 5.3400 0.1 0.1 0.1 -0.57
O 5.2491 3.0203 3.7329 0.1 0.1 0.0 -0.63
O 1.7471 -0.9271 2.3297 0.0 0.0 0.0 -0.61
H 3.0316 -0.8366 4.6461 0.0 0.0 0.0 0.24
H 3.9638 2.9503 1.3922 0.0 0.0 0.0 0.24
H 5.5205 2.7196 4.6215 0.0 -0.1 0.1 0.51
H 1.4650 -0.7186 1.4153 0.0 -0.1 -0.1 0.53
```
Positions in Å, forces in eV/Å.


Density functional theory data (ωB97M-V/def2-TZVPD) for a structure of composition C15H16Cl2F5IrN4O3SSe.

Results
- relative energy (zero: lowest compared OMol25 entry of this formula, charge and spin) (kcal/mol) = 23.9
- HOMO (alpha / beta) (Eh) = -0.1853 / -0.1880
- spin multiplicity = 2
- frontier orbital gap (alpha / beta) (hartree) = 0.2635 / 0.2662
- charge = -1

XYZ file:
```
48
Properties=species:S:1:pos:R:3:forces:R:3:nbo_charge:R:1
Ir -1.1122 -0.6872 0.8681 0.4 0.1 0.0 1.18
C 2.5925 1.9064 0.6876 0.0 0.0 0.0 -0.67
C 1.6477 2.3453 1.7404 0.0 0.0 0.1 0.35
N 1.9322 3.1511 2.7155 0.0 0.0 0.0 -0.29
N 0.7683 3.2140 3.4213 -0.1 0.0 -0.1 -0.39
C -0.2490 2.4930 2.8965 0.0 0.1 0.0 0.22
S -1.7980 2.4084 3.5114 0.1 0.1 0.0 -0.33
N 0.3366 1.9291 1.7969 0.1 -0.2 0.1 -0.22
N -0.1944 1.0415 0.8766 -0.5 0.2 -0.2 -0.71
H 3.5816 2.2881 0.9288 0.0 0.0 0.0 0.24
H 2.2992 2.2795 -0.2960 0.0 0.0 0.0 0.22
H 2.6164 0.8170 0.6349 0.0 0.1 0.0 0.25
H 0.6897 3.7556 4.2616 0.0 0.0 0.0 0.42
H 0.1177 1.3317 -0.0386 0.0 0.0 0.0 0.36
H 1.3885 -1.3179 -0.4904 0.0 -0.1 0.0 0.14
Cl -2.7111 -5.2642 -0.5956 0.0 0.0 0.0 -0.02
C -2.9794 -3.7872 -1.5385 0.0 0.0 0.0 -0.29
Cl -4.6936 -3.2988 -1.4712 0.0 0.0 0.0 -0.04
C -2.0912 -2.6195 -1.0655 0.0 -0.1 0.1 0.75
O -1.4435 -2.0470 -1.9350 0.0 0.0 0.0 -0.68
O -2.1683 -2.3777 0.1796 -0.1 0.1 -0.1 -0.71
H -2.7545 -4.0118 -2.5728 0.0 0.0 0.0 0.23
C -4.9588 1.2131 1.4725 0.0 0.0 0.0 -0.60
C -3.5885 0.8913 0.8836 0.0 0.0 -0.1 -0.27
C -3.7143 0.5268 -0.5991 0.0 -0.1 0.0 -0.62
C -2.9412 -0.2483 1.6800 0.0 -0.1 0.0 -0.57
H -5.4516 2.0103 0.9086 0.0 0.0 0.0 0.19
H -4.8631 1.5368 2.5107 0.0 0.0 0.0 0.21
H -5.6041 0.3304 1.4456 0.0 0.0 0.0 0.19
H -2.9637 1.7817 0.9792 0.0 0.0 0.0 0.22
H -4.3324 -0.3673 -0.7223 0.0 0.0 0.0 0.21
H -2.7426 0.3031 -1.0595 -0.1 0.0 0.0 0.21
H -4.1703 1.3388 -1.1717 0.0 0.0 0.0 0.20
H -3.5588 -1.1464 1.5784 0.0 0.0 0.0 0.20
H -2.8272 0.0105 2.7307 0.0 0.1 -0.1 0.22
O 0.1031 -1.8018 1.4204 0.0 0.0 0.0 -0.65
F 7.3986 -0.5632 -2.5033 0.0 0.0 0.0 -0.29
C 6.0763 -0.6908 -2.3610 0.0 0.0 0.0 0.25
C 5.5254 -0.8992 -1.1100 0.0 0.0 0.0 0.31
F 6.3225 -0.9737 -0.0411 0.0 0.0 0.0 -0.30
C 4.1541 -1.0307 -0.9737 0.0 0.0 -0.1 0.30
F 3.6716 -1.2354 0.2562 0.0 -0.1 0.0 -0.30
C 3.2951 -0.9571 -2.0605 0.0 0.1 0.1 -0.32
Se 1.3961 -1.1347 -1.9472 0.0 0.0 -0.1 0.18
C 3.8801 -0.7484 -3.3001 0.0 0.0 0.0 0.32
F 3.1038 -0.6663 -4.3899 0.0 0.0 0.0 -0.30
C 5.2458 -0.6156 -3.4643 0.0 0.0 0.0 0.26
F 5.7689 -0.4136 -4.6778 0.0 0.0 0.0 -0.29
```
Positions in Å, forces in eV/Å.